#A
Here is a single C4H4N2S2 molecule from OMol25. Energies are from ωB97M-V/def2-TZVPD.

ORCA input file:
```
! RIJCOSX wB97M-V def2-TZVPD def2/J DEFGRID3
* xyz 0 1
C -0.42177 0.33633 -0.48637
C 0.80957 0.84269 -0.16420
C 1.43254 -0.04307 0.79065
C 0.43078 -1.16826 1.00609
H -2.30186 0.51257 -1.19296
H -1.18989 1.69588 -1.75242
H 1.22276 1.78152 -0.54930
H -1.39212 -1.48134 0.02976
N -1.36059 0.77526 -1.35320
N -0.65911 -0.83178 0.23119
S 2.86758 0.09739 1.54970
S 0.56213 -2.51720 1.89106
*
```

**Gap between HOMO and LUMO**: 0.253 hartree
**Structure (SMILES)**: NC1=CC(=S)C(=S)N1

#B
Here is a single C4H4N2S2 molecule from OMol25. Energies are from ωB97M-V/def2-TZVPD.

ORCA input file:
```
! RIJCOSX wB97M-V def2-TZVPD def2/J DEFGRID3
* xyz 0 1
C -0.70570 -0.09045 -0.70047
C 0.52100 0.18596 0.35068
C 0.76944 -1.02274 1.12867
C 0.33234 1.38374 1.09076
H -2.12105 -1.60658 -0.19161
H -0.71445 -1.12830 -1.14846
H -0.78149 0.78709 -1.52263
H 2.13630 1.19881 -1.25452
N 0.96830 -2.15214 1.49479
N -0.22437 2.47933 1.32785
S -2.30919 -0.20873 -0.02634
S 2.12886 0.17402 -0.54872
*
```

**Gap between HOMO and LUMO**: 0.366 hartree
**Structure (SMILES)**: N#CC(S)(C#N)CS

Which is the most stable structure? #A is the most stable.

#A
Here is a single C21H24N2O4 molecule from OMol25. Energies are from ωB97M-V/def2-TZVPD.

ORCA input file:
```
! RIJCOSX wB97M-V def2-TZVPD def2/J DEFGRID3
* xyz 0 1
C -8.05250 -2.73950 1.28520
C -7.82950 -1.44015 0.42634
C -6.38350 -1.06605 -0.02062
C -6.35581 0.11684 -0.80035
C -4.93733 0.25568 -1.31064
O -4.29449 0.59877 0.08268
C -2.99044 0.74540 0.13035
C -2.27348 1.09634 1.06289
C -0.94381 1.29537 1.14098
C -0.10934 1.21017 0.05163
C -0.83875 1.25736 -1.13740
C -2.25441 0.97060 -1.31042
H -2.59490 0.54846 -2.28197
H -0.18602 1.14258 -2.03259
N 1.25220 1.41156 -0.01536
C 1.99579 0.71608 1.12834
O 1.74420 -0.22536 1.86809
C 3.47332 1.14703 0.84940
N 4.55818 0.20895 0.64845
C 4.16168 -1.01342 0.10000
C 3.18675 -1.12375 -1.11906
C 2.93882 -2.18811 -1.59808
C 3.81612 -3.29183 -1.43774
C 4.71753 -3.30135 -0.32307
C 4.96450 -2.02433 -0.00950
H 5.80763 -2.13258 0.99010
H 5.40100 -4.40121 -0.28388
H 3.70998 -4.14964 -2.09385
H 2.22497 -2.34458 -2.41660
H 2.64470 -0.31240 -1.19361
O 5.06427 -0.00280 1.90860
H 4.40700 -0.63853 2.40016
C 3.47753 2.12028 -0.45662
C 1.94596 2.10780 -0.79479
O 1.43560 2.86243 -1.61074
H 3.93718 3.26541 -0.29643
H 3.97464 1.62256 -1.49924
H 3.81637 1.81535 1.90343
H -0.41775 1.46679 2.20040
H -2.96061 1.20547 2.18103
H -4.45779 -0.51136 -1.52129
H -5.04862 1.38022 -1.58253
H -7.10836 0.06028 -1.65503
H -6.82553 0.83620 -0.13756
H -6.29034 -1.92257 -0.68420
H -5.75028 -1.16686 0.87901
H -8.53671 -1.58068 -0.41488
H -8.20644 -0.75478 1.09237
H -7.74666 -3.48336 0.48333
H -9.26537 -2.85106 1.54624
H -7.46207 -2.66259 2.04907
*
```

**Gap between HOMO and LUMO**: 0.311 hartree
**Structure (SMILES)**: CCCCCOc1ccc(N2C(=O)C[C@H](N(O)c3ccccc3)C2=O)cc1

#B
Here is a single C21H24N2O4 molecule from OMol25. Energies are from ωB97M-V/def2-TZVPD.

ORCA input file:
```
! RIJCOSX wB97M-V def2-TZVPD def2/J DEFGRID3
* xyz 0 1
C -1.23631 -1.57708 -1.04887
H -1.12319 -0.67472 -1.65425
H -0.65921 -2.38507 -1.50016
O -2.56509 -2.04624 -1.04074
C -3.56428 -1.34327 -0.43482
C -4.74907 -2.06122 -0.29214
C -5.87641 -1.50180 0.27492
C -5.83126 -0.19592 0.72127
C -4.66444 0.53647 0.58769
C -3.52404 -0.01023 0.01244
O -2.35332 0.70127 -0.14502
C -2.36269 2.08022 0.13232
H -2.55842 2.27152 1.19891
C -0.99052 2.67945 -0.19115
O -0.88633 3.79442 -0.65201
N 0.02344 1.84198 0.12504
C 1.39463 2.07077 0.06567
C 1.92565 3.32336 -0.23640
C 3.29092 3.53063 -0.20712
C 4.15012 2.50050 0.13917
C 3.63577 1.24607 0.40650
C 2.26767 1.00144 0.33736
C 1.72216 -0.34737 0.65887
O 0.76105 -0.47131 1.41708
N 2.31406 -1.42357 0.10262
C 3.21018 -1.43096 -1.03048
H 3.42653 -0.41060 -1.34534
C 4.49425 -2.19058 -0.69363
C 4.15336 -3.60517 -0.23157
C 3.17175 -3.54183 0.93557
C 1.92796 -2.75438 0.52925
H 1.23635 -2.65110 1.36639
H 1.41550 -3.26788 -0.29283
H 2.87840 -4.54599 1.24306
H 3.64537 -3.04943 1.78720
H 5.06123 -4.13135 0.06714
H 3.70062 -4.15838 -1.05777
H 5.13765 -2.21942 -1.57387
H 5.03058 -1.66949 0.10160
H 2.70261 -1.94499 -1.85874
H 4.30035 0.44701 0.69891
H 5.21393 2.67200 0.20082
H 3.68406 4.50993 -0.43430
H 1.25444 4.13089 -0.47550
H -0.23027 0.94588 0.53852
H -3.11619 2.60749 -0.46580
H -4.65235 1.55611 0.93757
H -6.69767 0.26387 1.17084
H -6.77950 -2.08462 0.36746
H -4.75208 -3.07827 -0.65124
H -0.87243 -1.39009 -0.03639
*
```

**Gap between HOMO and LUMO**: 0.322 hartree
**Structure (SMILES)**: COc1ccccc1OCC(=O)Nc1ccccc1C(=O)N1CCCCC1

Which is the most stable structure? #B is the most stable.